The following is a DFT calculation (the ωB97M-V functional and the def2-TZVPD basis) of a cluster of 2 separate species, C4H6O2S in total in a non-equilibrium geometry.

```
13
Properties=species:S:1:pos:R:3:forces:R:3:lowdin_charge:R:1
C -1.189368 -0.803824 -1.075035 1.7 -0.7 1.4 -0.2683
C 0.728582 -0.857004 0.528020 -2.0 -1.7 -1.6 -0.2837
C -1.855964 0.488043 -1.147086 -2.2 0.1 1.1 -0.0662
C 1.476486 0.379326 0.522110 1.4 1.1 2.1 -0.4505
O -1.485295 -1.815354 -1.572198 0.1 -0.8 -0.2 0.1169
O 0.849083 -1.895194 1.074505 0.1 0.6 0.1 0.0917
S 2.433414 0.819083 2.145259 -1.2 -0.8 -0.5 0.6562
H -2.934128 0.439194 -1.514849 1.4 -0.1 0.3 0.1179
H -1.813151 0.923685 -0.147446 -0.2 0.1 -0.1 0.0806
H -1.257829 1.073277 -1.769453 0.9 1.3 -1.2 0.0612
H 0.804597 1.169348 0.291311 -0.2 0.8 -0.3 0.0437
H 2.357360 0.340228 -0.078524 0.0 -0.3 -1.3 0.0572
H 1.886212 -0.260808 2.743385 0.3 0.3 0.2 -0.1567
```
Positions in Å, forces in eV/Å.

Summary:
Energy above the lowest of the compared OMol25 structures with the same formula, charge and spin = 326.5 kJ/mol
Strongest force on any atom = 3.10 eV/A